Formula: C40H43Br2ClF40N2O6P
Source: OMol25
Level of theory: the ωB97M-V functional and the def2-TZVPD basis

Computed properties:
Multiplicity: 1
E_LUMO in eV: -2.877
Gap between HOMO and LUMO in eV: 8.42
Charge: +1

Geometry (Å):
C 0.448 -3.202 5.039
C 0.252 -4.827 11.197
F -2.940 7.478 -6.963
N -1.243 -2.640 -2.416
F 5.806 2.663 0.300
H -0.150 -3.908 -3.811
H 2.734 0.094 5.204
H 0.091 -3.865 10.702
H -2.132 -1.214 -5.627
H 4.770 2.472 -8.081
C 3.735 2.677 -0.882
P -1.991 -4.054 -1.602
C -1.423 8.009 -5.187
H -2.374 0.568 -3.414
H -7.201 0.096 0.220
C -6.566 0.541 -0.669
C 2.384 2.051 -5.883
F 2.602 2.835 -4.793
C -1.016 -3.088 -3.839
C -1.110 -0.864 0.254
C -1.430 -0.261 -1.237
C -6.012 -2.114 -1.451
C -2.495 8.489 -6.174
H -3.099 -1.709 -1.788
F -1.067 9.030 -4.363
C -5.798 -0.509 -1.718
C -2.364 -0.623 1.302
F -0.434 -0.915 5.511
H -7.166 -2.343 -1.255
C 4.549 0.678 0.532
H -1.172 0.108 -5.201
C -2.065 -1.388 -2.291
H 0.857 -5.991 15.879
F 4.231 2.201 -2.046
C 6.740 0.376 -2.169
H -3.230 -1.406 1.197
H 3.232 3.270 -8.057
H -5.724 -2.801 -2.381
Br 0.188 0.680 -1.940
H -0.631 -3.039 4.921
F -0.281 7.612 -5.799
F 1.045 -3.374 15.792
H -4.316 -2.002 -3.850
F -0.640 -4.948 12.207
F 1.333 1.139 6.166
H 4.584 0.509 1.616
O -1.885 6.964 -4.333
H -4.275 -0.473 -5.087
F 2.139 -3.426 6.673
C 1.778 0.711 -5.446
C 3.704 2.294 -7.891
F 0.917 1.261 -8.378
F 0.544 0.886 -4.901
C -6.481 2.178 -0.768
F 0.700 -5.043 6.462
F 3.779 4.034 -0.978
H 7.740 0.090 -1.832
C -5.617 2.811 -2.014
H -1.961 -0.549 2.423
H 3.212 -3.736 12.504
C -4.853 1.793 -3.051
F 4.074 1.356 -10.002
F -2.001 9.442 -7.008
H 0.078 4.566 -6.773
C 0.827 -4.158 14.702
H -2.297 0.545 -1.097
H -5.444 -2.488 -0.498
C -1.225 5.705 -4.492
O 5.700 -0.011 0.034
C 1.809 1.381 -9.388
C 2.147 -3.915 12.694
H -1.097 -3.403 7.441
C 0.221 -5.498 15.139
F -1.504 4.042 -7.853
N -1.528 -0.821 -4.844
H -1.977 -3.477 -4.388
O -2.713 -3.638 -0.074
O 2.097 -4.306 14.070
F 1.564 2.763 -6.693
C -2.432 -0.599 -3.663
F 0.558 -0.131 3.752
C 4.528 2.199 0.330
H 1.675 -2.938 12.528
C -1.749 4.801 -5.617
F 2.517 -4.853 10.583
H -3.354 8.907 -5.644
C 3.252 1.241 -8.912
C -0.962 4.872 -6.921
F 1.504 0.404 -10.284
F -0.054 -5.805 10.301
F 0.360 -3.589 8.778
H 1.648 2.344 -9.883
F 0.007 -3.446 13.892
F 6.634 0.078 -3.492
H 0.002 -2.126 -5.695
C 0.775 -0.813 4.908
F 5.855 -1.689 -1.415
C 1.809 -0.070 5.763
C -4.050 -0.865 -3.992
F 1.931 -6.209 12.177
H -0.719 -1.976 0.228
F 3.965 2.748 1.452
H -5.471 3.978 -2.202
H 2.682 2.387 -0.806
F 4.408 -0.130 -1.826
F -0.973 6.110 -7.466
F 1.621 -0.135 -6.495
Br 0.425 0.249 0.992
H 3.615 0.198 0.214
C -0.049 -3.114 7.570
C 5.659 -0.344 -1.353
F -1.013 -5.322 15.684
F -1.697 3.511 -5.156
H -3.710 -3.810 -0.202
C -0.370 -1.762 -4.628
H 0.671 -4.036 4.362
H -1.424 5.177 -3.551
F 6.632 1.725 -2.067
H 0.556 -1.307 -4.077
C -4.879 0.134 -2.947
F 0.064 -6.344 14.090
F 0.020 -1.766 7.651
C 0.820 -3.677 6.450
H -0.133 5.815 -4.515
F 2.117 -0.759 6.891
O 3.654 1.903 -6.515
H -7.001 2.918 -0.006
H -2.846 0.442 1.070
C 1.695 -4.968 11.673
F -3.069 5.061 -5.820
H 2.414 0.218 -4.706
O 1.214 -2.113 4.516
H -4.206 2.228 -3.954
F 3.488 -0.001 -8.408
Cl -0.295 -5.321 -1.144

Force components x, y, z for each atom (eV/Å):
-0.086 -0.508 -1.035
-0.762 -0.097 -0.572
0.071 0.266 0.488
-0.719 0.191 0.042
-0.520 -0.065 -0.235
-2.148 1.664 -0.227
-0.151 -0.102 -0.163
0.179 -0.163 0.401
0.994 0.469 1.114
-0.218 -0.304 0.071
-0.436 0.932 -0.445
-1.015 -1.007 0.444
0.992 -0.805 1.571
-0.001 -2.695 -0.549
1.471 0.891 -2.102
1.775 1.772 -2.202
2.057 1.578 -0.840
-0.410 -0.834 -0.187
2.071 0.791 -0.468
-0.439 -0.021 0.209
-1.684 -0.650 0.934
-0.765 0.039 -0.383
-0.668 0.376 -0.729
1.921 1.109 -1.030
-0.552 -0.274 -0.633
0.307 3.677 -0.226
-0.047 0.971 0.047
0.432 0.717 -0.400
2.548 0.694 -0.410
-0.094 -0.721 0.887
-0.361 -1.150 0.538
-0.453 0.780 1.177
0.103 0.228 -0.043
-0.258 0.360 0.221
0.713 0.610 -0.423
1.912 1.310 0.172
-0.100 -0.388 -0.013
-0.451 1.689 2.009
-1.356 -0.607 -0.986
0.269 0.084 0.307
-0.409 0.769 0.145
-0.252 -0.726 -0.176
0.407 2.405 -0.335
0.131 -0.139 -0.473
-0.210 -0.386 -0.430
0.199 0.213 -0.237
0.506 0.434 -1.681
0.364 -1.008 2.151
-0.536 0.074 0.108
0.544 -0.757 -0.238
0.991 0.672 -0.005
0.003 -0.129 -0.293
0.012 0.767 -0.273
2.283 -2.509 -3.310
-0.467 0.491 0.122
0.059 -0.243 0.295
-0.172 -0.149 0.129
0.265 -4.204 0.162
-0.901 -0.476 -2.613
-0.208 -0.313 0.048
-1.245 -1.449 2.030
-0.667 0.301 0.238
0.205 -0.307 0.549
-0.108 0.059 0.201
1.419 1.395 -0.809
2.049 -1.547 -0.456
-0.932 0.883 -1.770
0.142 0.038 1.157
-0.335 0.433 -1.934
-0.605 -0.285 -1.100
0.951 0.629 0.180
0.075 -0.057 -0.147
-0.397 -0.897 0.173
-0.108 -0.166 0.334
-0.240 0.192 -1.339
1.738 0.631 0.901
-0.057 -0.142 -2.232
-1.916 -0.227 0.046
-0.220 -0.240 0.900
-2.282 1.552 2.088
0.443 -0.015 1.058
1.077 -0.067 0.517
-0.137 -0.398 -0.016
-0.947 0.692 0.342
-0.506 0.296 0.073
0.175 -0.050 0.177
0.863 -0.567 0.345
0.315 -0.149 -1.024
0.356 0.160 0.226
0.333 0.022 0.083
0.168 0.019 -0.739
0.149 0.025 0.097
-0.028 -0.211 0.910
-0.304 -0.261 0.375
-0.856 0.901 2.224
-0.773 -1.587 -0.984
0.294 0.687 -0.272
0.655 0.417 0.738
0.306 1.611 0.273
-0.286 0.318 -0.183
-0.825 2.407 0.028
-0.342 -0.191 -0.529
-0.490 -2.917 0.556
0.030 -0.133 0.162
0.531 -0.483 -0.422
-0.026 -0.738 0.053
0.096 0.268 0.505
-0.980 -1.014 0.324
0.199 0.292 -0.142
-0.370 0.046 0.887
-0.903 -0.656 1.879
0.394 0.391 -0.125
0.411 -0.140 -0.183
2.214 0.201 0.152
0.841 -3.015 -0.572
0.202 0.166 0.284
-0.200 0.077 -0.272
0.094 -0.616 0.143
-2.381 -0.738 -0.729
-2.601 1.596 3.157
0.284 0.331 0.447
-0.037 -0.556 0.237
1.086 -0.178 -0.369
-0.285 -0.014 -0.297
-0.033 0.164 -0.659
-2.242 -0.347 0.323
1.137 -1.969 -1.741
1.129 -2.244 0.441
0.655 -0.633 0.531
0.481 -0.152 -0.136
0.103 0.239 0.025
-0.597 1.315 1.265
-1.644 -0.827 2.219
-0.360 0.286 -0.117
-1.063 1.546 0.015

=====

Formula: C40H43Cl2N6O4S3Ti
Source: OMol25
Level of theory: the ωB97M-V functional and the def2-TZVPD basis

Computed properties:
Relative energy (zero: lowest compared OMol25 entry of this formula, charge and spin) in eV: 0.297
Multiplicity: 2
E_LUMO (spin up / spin down) in eV: 3.949 / 3.948
Gap between HOMO and LUMO (spin up / spin down) in eV: 3.13 / 4.47
Charge: -2

Geometry (Å):
Ti 0.419 -0.077 -1.372
H -0.496 -0.615 -5.124
Cl -1.752 -3.775 2.189
O 1.501 -1.384 -3.238
C 2.442 4.500 2.395
C -3.952 2.113 -3.736
H 2.209 1.709 -0.310
H 1.056 1.471 -3.550
H 2.713 1.433 1.347
C -7.300 1.623 2.420
Cl 3.297 -5.852 2.012
H -0.574 -7.988 0.135
C -5.731 0.921 0.710
C 1.611 -5.842 1.572
H -0.500 -2.142 -4.220
C -0.619 -5.001 1.702
H 2.064 5.062 -0.915
H 5.673 -1.090 3.216
N -2.286 -1.378 -1.230
C -1.053 -1.225 -4.406
C 2.416 2.211 0.647
H -2.159 -6.230 0.902
H 0.346 -3.091 2.943
C 0.668 3.818 0.258
C 1.143 -6.966 0.899
H -6.101 -0.576 -0.804
N 1.120 -3.691 2.687
O 2.146 -0.778 -0.763
C -1.095 -6.133 1.067
C 0.753 -4.799 1.969
O -0.735 1.423 -1.252
H 4.343 3.134 1.193
C -0.072 -0.308 0.697
H 0.450 3.699 2.871
H 1.742 2.522 3.104
C -1.796 1.613 -2.009
N 3.559 -1.620 -4.138
C 4.757 -1.658 3.099
S -1.737 -0.166 1.203
C -5.311 0.000 -0.334
H -8.246 1.490 2.934
C -3.178 0.970 -3.898
C 1.403 3.345 2.473
H -3.443 0.257 -4.670
C -1.279 -0.509 -3.097
H 1.852 -7.724 0.597
C 2.961 -1.760 -0.690
H 1.334 5.922 0.448
H 2.943 -3.842 -0.164
H 4.500 -1.442 -3.823
O 4.038 -1.831 -1.288
C 4.310 -1.997 1.831
H 2.018 5.462 2.689
H 3.342 -2.606 -4.148
C 2.832 -2.715 4.042
C 2.933 0.546 -3.172
C 2.377 -3.044 2.770
C 3.109 -2.671 1.638
C 2.559 -2.907 0.252
H 2.045 2.311 -2.381
H 3.376 0.965 -4.091
H 2.224 -3.002 4.890
H -3.941 2.087 0.599
H -2.014 -1.491 -4.873
C 3.493 3.322 0.537
H -4.784 2.306 -4.405
H 3.593 5.372 0.893
H -6.764 3.367 3.562
C -4.893 1.975 1.106
H 3.326 4.303 3.002
H 1.468 -2.945 0.284
C 1.714 4.956 0.111
H 3.724 0.533 -2.416
C -6.473 2.681 2.777
H 4.339 -1.740 5.209
N 2.874 4.607 0.975
H 0.428 3.339 -0.690
C 2.594 -0.890 -3.468
H 3.861 3.450 -0.482
H -4.570 0.372 -1.036
H -4.278 3.883 -2.562
H -7.581 -0.074 1.142
S -4.236 -1.516 0.459
H -0.258 4.204 0.689
H -2.336 3.468 -1.082
S 0.885 -0.377 2.070
H -4.603 3.657 2.390
C -2.586 2.758 -1.864
C -3.664 3.000 -2.708
C -2.639 -1.037 -0.065
H 4.885 -1.699 0.964
C -0.208 -7.108 0.647
C -6.936 0.756 1.408
C -5.259 2.840 2.115
C 1.697 1.304 -2.669
N -1.122 -1.225 -1.920
C 4.012 -2.015 4.213
N 1.194 2.812 1.150
C -2.114 0.679 -3.042

Force components x, y, z for each atom (eV/Å):
-0.538 -0.005 -3.400
0.014 0.016 -0.017
0.056 -0.098 -0.036
0.166 0.011 0.267
-0.236 -0.281 0.206
-0.085 0.059 -0.061
0.220 0.368 0.200
-0.069 0.071 0.159
0.118 -0.014 -0.021
-0.149 0.279 0.252
0.004 0.013 0.004
0.008 0.009 -0.018
-0.321 0.816 1.092
-0.120 -0.189 -0.020
0.002 0.006 -0.043
-0.128 -0.143 -0.206
0.176 0.009 0.067
0.016 -0.044 -0.022
-1.227 -1.018 -0.635
-0.403 0.097 0.142
-0.063 0.226 -0.106
-0.013 0.030 -0.048
0.025 0.050 -0.072
0.282 0.107 0.005
-0.081 0.364 0.122
-0.161 0.318 -0.181
-0.232 -0.086 0.022
0.867 -0.588 0.464
0.118 0.311 0.144
0.133 0.008 0.265
-0.253 0.388 0.350
0.032 0.131 -0.024
-0.473 -0.110 2.286
0.016 0.055 0.000
0.098 0.101 0.093
-0.537 0.407 -0.393
-0.145 -0.117 -0.146
-0.003 -0.040 -0.018
-0.026 -0.487 0.190
1.533 -2.372 0.353
0.019 -0.057 -0.013
0.013 -0.015 0.068
0.193 0.111 -0.183
0.093 0.013 -0.050
1.410 0.413 -0.482
0.029 -0.016 0.027
0.126 -0.231 0.126
0.139 0.032 0.032
-0.009 -0.009 0.019
-0.015 0.127 0.022
-0.071 0.019 0.220
0.141 -0.007 0.071
0.116 0.067 -0.089
0.003 -0.002 0.089
-0.123 -0.056 -0.099
-0.150 0.158 0.083
0.509 -0.093 0.043
-0.225 0.035 0.005
-0.027 0.325 -0.231
-0.245 -0.112 0.245
0.019 -0.082 0.080
0.015 -0.020 0.036
0.015 0.061 -0.015
0.022 -0.100 -0.096
-0.031 -0.412 -0.159
-0.003 -0.018 0.022
0.375 0.435 0.071
-0.013 -0.010 0.017
-0.014 -0.364 -0.440
0.090 0.115 -0.092
0.073 -0.044 0.060
-0.389 -0.128 -0.155
0.024 -0.073 -0.011
0.103 -0.141 -0.147
0.008 -0.004 -0.005
-0.231 -0.312 0.023
0.021 0.078 -0.061
0.199 0.063 -0.465
-0.015 0.144 0.025
-0.245 0.210 -0.200
0.046 0.028 -0.013
-0.048 0.014 -0.006
-1.571 1.263 -0.317
-0.022 0.024 -0.068
0.041 -0.031 0.026
-0.132 0.209 -0.644
0.037 -0.047 -0.008
-0.001 -0.091 0.216
-0.074 0.062 -0.037
1.174 0.346 -0.472
-0.043 0.012 -0.056
-0.020 -0.278 -0.133
0.338 -0.144 -0.489
-0.182 0.214 0.236
0.063 -0.156 -0.639
0.361 0.446 2.293
0.004 0.098 0.051
-0.748 -0.701 0.162
0.207 -0.025 0.289

=====

Asked for maximum force across the records above, the calculation gives 4.74 3.44 eV/Å in order.
Asked for DFT total energy across the records above, the calculation gives -12054.49368 -5143.91431 hartree in order.